2 unconnected molecules or ions with the total composition C3H7NO4P at a distorted geometry. Source: the OMol25 dataset; level of theory: ωB97M-V/def2-TZVPD.

Geometry (Å):
C 1.50701 0.72955 -0.69043
C -1.88929 -0.24792 0.22354
C 1.67713 -0.41709 -1.51724
N 2.27004 -0.18905 -2.67299
O -2.82424 -0.37684 2.63906
O -0.50986 -1.42406 2.37158
O 1.95410 1.93138 -1.27179
O -0.93898 1.14823 2.32145
P -1.39890 -0.24156 2.02123
H 1.03226 0.87467 0.40915
H -1.13115 0.03756 -0.32568
H -2.72514 0.28821 0.01073
H 1.39712 -1.34703 -0.99702
H 2.31493 -1.01423 -3.13879
H -3.09061 -1.29974 2.68363
H 2.35559 1.54792 -2.06643

Forces on the atoms, in the same order (eV/Å):
C -0.387 2.570 1.366
C -0.338 -1.788 4.619
C 0.237 1.238 1.542
N -0.929 1.810 2.252
O -2.639 -0.556 1.597
O -1.034 0.840 -0.491
O -0.945 -2.214 1.727
O 0.107 0.071 -0.344
P 2.786 -0.671 -1.663
H 1.104 -0.676 -2.863
H 3.924 0.926 -3.319
H -2.782 1.165 -0.630
H 0.041 -0.009 -0.907
H 0.500 -2.978 -2.077
H 0.052 -0.035 0.056
H 0.301 0.306 -0.863

## Properties
* Kohn-Sham gap (spin up / spin down): 0.299 / 0.274 Eh
* charge: -1
* ΔE to the lowest compared entry with this formula, charge and spin: 0.00 kcal/mol
* electronic energy: -815.58947 hartree
* 2S+1: 3